Record 1
Density functional theory data (ωB97M-V with the def2-TZVPD basis set) for a single C12H16N2O3 molecule at a distorted geometry.

Each atom is followed by the atoms it is bonded to, with distances in Å.
CARTESIAN COORDINATES (ANGSTROEM)
1 C 3.17993 -1.62269 -0.11221  C2 1.548, H18 1.162, H19 1.055, H20 1.109
2 C 1.65806 -1.44377 -0.33455  C1 1.548, N3 1.433, C15 1.621, H21 1.146
3 N 0.93582 -1.65214 0.88525  C2 1.433, C4 1.418, H22 1.053
4 C 0.23750 -0.67358 1.63788  N3 1.418, O5 1.205, C6 1.506
5 O -0.73542 -0.95258 2.29199  C4 1.205
6 C 0.68282 0.76485 1.66030  C4 1.506, N7 1.473, C8 1.572, H23 1.048
7 N 1.81856 1.16803 0.81325  C6 1.473, H24 0.950, H25 1.026
8 C -0.50827 1.77803 1.49725  C6 1.572, C9 1.487, H26 1.142, H27 1.107
9 C -1.45029 1.55084 0.36926  C8 1.487, C10 1.423, C14 1.410
10 C -2.16900 0.32573 0.27651  C9 1.423, C11 1.384, H28 1.114
11 C -3.02562 0.11518 -0.78974  C10 1.384, C12 1.425, H29 1.058
12 C -3.28915 1.08921 -1.79595  C11 1.425, C13 1.385, H30 1.106
13 C -2.60450 2.28374 -1.64575  C12 1.385, C14 1.378, H31 1.089
14 C -1.67538 2.49739 -0.65085  C9 1.410, C13 1.378, H32 1.163
15 C 0.89165 -2.52429 -1.26877  C2 1.621, O16 1.234, O17 1.344
16 O -0.06525 -3.24274 -0.96592  C15 1.234
17 O 1.33469 -2.51201 -2.53799  C15 1.344, H33 0.926
18 H 3.70717 -2.16121 -0.99675  C1 1.162
19 H 3.40485 -2.17725 0.75668  C1 1.055
20 H 3.68947 -0.64595 0.01606  C1 1.109
21 H 1.48478 -0.35418 -0.64486  C2 1.146
22 H 0.75909 -2.66933 1.08998  N3 1.053
23 H 0.97511 0.88169 2.66038  C6 1.048
24 H 2.37676 0.41131 0.67720  N7 0.950
25 H 2.33946 1.85523 1.36990  N7 1.026
26 H -1.05455 1.79990 2.50019  C8 1.142
27 H -0.03735 2.77993 1.51363  C8 1.107
28 H -2.07825 -0.37972 1.13452  C10 1.114
29 H -3.62587 -0.74865 -0.89864  C11 1.058
30 H -4.08611 0.99790 -2.55714  C12 1.106
31 H -2.81207 3.11660 -2.31565  C13 1.089
32 H -1.41885 3.63158 -0.62241  C14 1.163
33 H 1.16017 -3.28706 -3.01304  O17 0.926

Values from the calculation:
- DFT total energy: -802.05513 a.u.
- Energy above the lowest of the compared OMol25 structures with the same formula, charge and spin: 57.96 kcal/mol
- HOMO: -8.739 eV
- SMILES: C[C@H](NC(=O)[C@@H](N)Cc1ccccc1)C(=O)O
- Frontier orbital gap: 0.3409 Eh
- M: 236.271 g mol⁻¹
- Net charge: 0

***

Record 2
Density functional theory data (ωB97M-V with the def2-TZVPD basis set) for a 7-piece molecular cluster, C50H43N2O27PS overall at a distorted geometry.

Each atom is followed by the atoms it is bonded to, with distances in Å.
CARTESIAN COORDINATES (ANGSTROEM)
1 C -7.27102 -6.48980 -0.66153  O2 1.475, H22 1.189, H23 1.182, H24 1.192
2 O -8.00534 -5.44231 0.07250  C1 1.475, C3 1.498
3 C -7.13115 -4.82420 1.12044  O2 1.498, C4 1.639, H25 1.180, H26 1.175
4 C -5.97995 -3.98300 0.31116  C3 1.639, C5 1.647, H27 1.194, H28 1.194
5 C -5.11486 -2.93174 1.23870  C4 1.647, C6 1.659, H29 1.177, H30 1.191
6 C -3.52998 -3.39364 1.40373  C5 1.659, C7 1.639, H31 1.194, H32 1.191
7 C -2.45121 -2.18471 1.15376  C6 1.639, C8 1.639, H33 1.186, H34 1.194
8 C -2.26645 -1.72711 -0.40953  C7 1.639, C9 1.652, C14 1.651
9 C -3.37246 -1.93579 -1.61828  C8 1.652, C10 1.673, H35 1.170
10 C -3.10965 -1.39123 -3.17782  C9 1.673, C11 1.669, H36 1.173
11 C -1.69369 -0.60154 -3.57513  C10 1.669, S12 1.889, C13 1.639
12 S -1.32684 0.09655 -5.29201  C11 1.889, H37 1.427
13 C -0.59887 -0.44237 -2.36595  C11 1.639, C14 1.646, C20 1.639
14 C -0.85485 -0.98305 -0.83254  C8 1.651, C13 1.646, C15 1.639
15 C 0.49317 -0.62282 0.02751  C14 1.639, O16 1.349, N17 1.543
16 O 0.68594 -0.42274 1.34785  C15 1.349
17 N 1.52661 -0.50781 -1.11298  C15 1.543, P18 1.801, C20 1.542
18 P 1.97367 -2.17529 -1.62459  N17 1.801, N19 1.638, H38 1.469, H39 1.459
19 N 3.02006 -2.18790 -2.88442  P18 1.638, H40 1.044
20 C 0.88151 0.25637 -2.28680  C13 1.639, N17 1.542, O21 1.336
21 O 1.36328 1.26041 -3.02569  C20 1.336
22 H -7.85014 -7.52815 -0.65669  C1 1.189
23 H -6.19929 -6.72356 -0.22220  C1 1.182
24 H -7.10171 -6.18667 -1.80150  C1 1.192
25 H -7.84020 -4.10374 1.72877  C3 1.180
26 H -6.66680 -5.69271 1.76216  C3 1.175
27 H -5.17946 -4.69530 -0.21483  C4 1.194
28 H -6.46622 -3.37085 -0.59111  C4 1.194
29 H -5.63734 -2.74599 2.27723  C5 1.177
30 H -5.12159 -1.89086 0.66080  C5 1.191
31 H -3.41836 -3.70468 2.55086  C6 1.194
32 H -3.27466 -4.38677 0.79864  C6 1.191
33 H -2.64880 -1.25281 1.86027  C7 1.186
34 H -1.39193 -2.61055 1.50207  C7 1.194
35 H -4.39202 -2.47355 -1.41719  C9 1.170
36 H -3.92831 -1.56699 -3.99896  C10 1.173
37 H -2.16942 1.24281 -5.40674  S12 1.427
38 H 2.54680 -2.80392 -0.42637  P18 1.469
39 H 0.79720 -2.90577 -2.08311  P18 1.459
40 H 3.22111 -1.20326 -3.16656  N19 1.044
41 O 2.26222 5.18756 -4.40695  C42 1.226
42 C 3.37218 4.75147 -4.12268  O41 1.226, C43 1.471, C49 1.489
43 C 3.57218 3.38657 -3.61116  C42 1.471, C44 1.334, H51 1.082
44 C 4.79234 2.94830 -3.29529  C43 1.334, O45 1.383, C46 1.489
45 O 4.98780 1.66579 -2.81661  C44 1.383, H52 0.982
46 C 5.98982 3.82003 -3.44455  C44 1.489, O47 1.226, C48 1.471
47 O 7.09611 3.39528 -3.12853  C46 1.226
48 C 5.79327 5.17648 -3.97870  C46 1.471, C49 1.334, H53 1.083
49 C 4.57359 5.61376 -4.29790  C42 1.489, C48 1.334, O50 1.383
50 O 4.38136 6.88657 -4.80298  C49 1.383, H54 0.982
51 H 2.69273 2.76436 -3.50549  C43 1.082
52 H 5.95450 1.58998 -2.66090  O45 0.982
53 H 6.67491 5.79340 -4.09889  C48 1.083
54 H 3.41402 6.96436 -4.95295  O50 0.982
55 O -14.43707 -3.46010 2.84539  C56 1.226
56 C -13.50038 -3.51223 2.05614  O55 1.226, C57 1.471, C63 1.489
57 C -12.24414 -4.20923 2.37342  C56 1.471, C58 1.334, H65 1.082
58 C -11.23721 -4.23299 1.49812  C57 1.334, O59 1.383, C60 1.489
59 O -10.05482 -4.88850 1.78874  C58 1.383, H66 0.982
60 C -11.34520 -3.55619 0.17660  C58 1.489, O61 1.226, C62 1.471
61 O -10.39590 -3.57968 -0.59958  C60 1.226
62 C -12.60983 -2.87981 -0.15067  C60 1.471, C63 1.334, H67 1.083
63 C -13.61817 -2.85889 0.72314  C56 1.489, C62 1.334, O64 1.383
64 O -14.81080 -2.22739 0.42155  C63 1.383, H68 0.982
65 H -12.17840 -4.69506 3.33851  C57 1.082
66 H -9.48480 -4.76058 0.99930  O59 0.982
67 H -12.68106 -2.40710 -1.12216  C62 1.083
68 H -15.37849 -2.35017 1.21334  O64 0.982
69 O 5.16138 1.96670 5.22020  C70 1.226
70 C 4.18790 1.22768 5.31610  O69 1.226, C71 1.471, C77 1.489
71 C 3.69283 0.74578 6.61505  C70 1.471, C72 1.334, H79 1.082
72 C 2.64023 -0.07153 6.68342  C71 1.334, O73 1.383, C74 1.489
73 O 2.16803 -0.52604 7.90106  C72 1.383, H80 0.982
74 C 1.93338 -0.52655 5.45483  C72 1.489, O75 1.226, C76 1.471
75 O 0.98022 -1.29263 5.54844  C74 1.226
76 C 2.41313 -0.02573 4.15756  C74 1.471, C77 1.334, H81 1.083
77 C 3.46360 0.79436 4.08920  C70 1.489, C76 1.334, O78 1.383
78 O 3.91867 1.27131 2.87365  C77 1.383, H82 0.982
79 H 4.21744 1.08262 7.49996  C71 1.082
80 H 1.40257 -1.10228 7.68536  O73 0.982
81 H 1.87878 -0.35043 3.27362  C76 1.083
82 H 4.68774 1.84264 3.08899  O78 0.982
83 O 7.76791 5.42175 -6.30596  C84 1.226
84 C 7.42979 5.66848 -7.45827  O83 1.226, C85 1.471, C91 1.489
85 C 6.29921 6.55619 -7.77184  C84 1.471, C86 1.334, H93 1.082
86 C 5.94656 6.79082 -9.03724  C85 1.334, O87 1.383, C88 1.489
87 O 4.88675 7.62620 -9.33914  C86 1.383, H94 0.982
88 C 6.67751 6.16415 -10.17264  C86 1.489, O89 1.226, C90 1.471
89 O 6.31836 6.38429 -11.32447  C88 1.226
90 C 7.82299 5.29573 -9.86024  C88 1.471, C91 1.334, H95 1.083
91 C 8.17797 5.06371 -8.59499  C84 1.489, C90 1.334, O92 1.383
92 O 9.25514 4.25068 -8.29366  C91 1.383, H96 0.982
93 H 5.77526 7.00330 -6.93679  C85 1.082
94 H 4.83090 7.63279 -10.31962  O87 0.982
95 H 8.35656 4.86087 -10.69602  C90 1.083
96 H 9.30716 4.23934 -7.31312  O92 0.982
97 O 4.49233 5.34612 7.73950  C98 1.226
98 C 4.80617 5.84710 6.66548  O97 1.226, C99 1.471, C105 1.489
99 C 5.17208 5.03257 5.49618  C98 1.471, C100 1.334, H107 1.082
100 C 5.52511 5.60985 4.34607  C99 1.334, O101 1.383, C102 1.489
101 O 5.86754 4.85033 3.24240  C100 1.383, H108 0.982
102 C 5.56503 7.09124 4.20465  C100 1.489, O103 1.226, C104 1.471
103 O 5.91135 7.59278 3.14037  C102 1.226
104 C 5.17600 7.90575 5.36616  C102 1.471, C105 1.334, H109 1.083
105 C 4.81959 7.32862 6.51534  C98 1.489, C104 1.334, O106 1.383
106 O 4.45014 8.08762 7.61058  C105 1.383, H110 0.982
107 H 5.14090 3.95694 5.61361  C99 1.082
108 H 6.08452 5.49827 2.53700  O101 0.982
109 H 5.19235 8.98144 5.24386  C104 1.083
110 H 4.23903 7.43976 8.31768  O106 0.982
111 O 1.71721 -3.92272 4.10302  C112 1.226
112 C 1.26614 -4.88005 3.48409  O111 1.226, C113 1.471, C119 1.489
113 C 2.10319 -6.02263 3.08602  C112 1.471, C114 1.334, H121 1.082
114 C 1.58439 -7.04155 2.39806  C113 1.334, O115 1.383, C116 1.489
115 O 2.36473 -8.11981 2.02311  C114 1.383, H122 0.982
116 C 0.14816 -7.05884 2.00680  C114 1.489, O117 1.226, C118 1.471
117 O -0.29564 -8.00067 1.35860  C116 1.226
118 C -0.69446 -5.92810 2.42547  C116 1.471, C119 1.334, H123 1.083
119 C -0.17661 -4.91069 3.11644  C112 1.489, C118 1.334, O120 1.383
120 O -0.96296 -3.84563 3.51570  C119 1.383, H124 0.982
121 H 3.14601 -5.99601 3.37508  C113 1.082
122 H 1.76084 -8.72204 1.53613  O115 0.982
123 H -1.74091 -5.96217 2.14962  C118 1.083
124 H -0.35774 -3.24067 3.99738  O120 0.982

Values from the calculation:
- DFT total energy: -4811.03071 a.u.
- HOMO: -8.860 eV
- SMILES: COCCCCCc1ccc(S)c2c1C(=O)N([PH2]=N)C2=O.O=C1C=C(O)C(=O)C=C1O.O=C1C=C(O)C(=O)C=C1O.O=C1C=C(O)C(=O)C=C1O.O=C1C=C(O)C(=O)C=C1O.O=C1C=C(O)C(=O)C=C1O.O=C1C=C(O)C(=O)C=C1O
- Frontier orbital gap: 0.2479 Eh
- M: 1166.922 g mol⁻¹
- Net charge: 0

***

Record 3
Density functional theory data (ωB97M-V with the def2-TZVPD basis set) for a 8-piece molecular cluster, C4H24O9 overall at a distorted geometry.

Each atom is followed by the atoms it is bonded to, with distances in Å.
CARTESIAN COORDINATES (ANGSTROEM)
1 O 0.19598 -2.12073 1.41243  C2 1.416, H7 0.977
2 C 1.19782 -1.12986 1.26880  O1 1.416, C3 1.514, H8 1.082, H9 1.091
3 C 0.60089 0.22433 0.94862  C2 1.514, C4 1.533, H10 1.108, H11 1.098
4 C 1.59720 1.20501 0.31840  C3 1.533, C5 1.525, H12 1.124, H13 1.079
5 C 0.95703 2.57170 0.09808  C4 1.525, O6 1.431, H14 1.078, H15 1.062
6 O 0.53885 3.16038 1.33308  C5 1.431, H16 0.956
7 H -0.62363 -1.72892 1.77092  O1 0.977
8 H 1.80426 -1.16117 2.16442  C2 1.082
9 H 1.81127 -1.52919 0.46008  C2 1.091
10 H -0.27873 0.13470 0.28083  C3 1.108
11 H 0.12913 0.64907 1.84479  C3 1.098
12 H 1.96478 0.79012 -0.65914  C4 1.124
13 H 2.48749 1.31025 0.91905  C4 1.079
14 H 0.04582 2.54535 -0.47820  C5 1.078
15 H 1.61532 3.22297 -0.42133  C5 1.062
16 H 1.19939 3.10037 2.02173  O6 0.956
17 O -2.58616 -0.84427 -0.90241  H18 0.961, H19 0.983
18 H -2.50783 -0.62398 0.02990  O17 0.961
19 H -2.12135 -0.11571 -1.37029  O17 0.983
20 O 3.29720 -1.39113 -1.70710  H21 0.948, H22 0.960
21 H 3.41817 -2.33152 -1.69563  O20 0.948
22 H 3.84985 -1.01768 -2.39691  O20 0.960
23 O -1.83630 2.27448 2.24287  H24 1.001, H25 0.945
24 H -0.99631 2.59350 1.80120  O23 1.001
25 H -1.90997 2.73734 3.06360  O23 0.945
26 O -0.68425 -2.75258 -1.13147  H27 0.974, H28 0.989
27 H -0.34665 -2.69648 -0.21925  O26 0.974
28 H -1.47958 -2.16558 -1.11749  O26 0.989
29 O 0.75280 -1.17767 -2.74592  H30 0.977, H31 0.993
30 H 1.66942 -1.14708 -2.40815  O29 0.977
31 H 0.21126 -1.81036 -2.20543  O29 0.993
32 O -0.95949 0.86858 -2.28525  H33 0.980, H34 0.973
33 H -0.27023 0.19879 -2.47630  O32 0.980
34 H -1.36747 1.00670 -3.15825  O32 0.973
35 O -2.32651 -0.35304 1.82532  H36 0.988, H37 0.953
36 H -2.13991 0.60533 1.97632  O35 0.988
37 H -3.15970 -0.56742 2.23526  O35 0.953

Values from the calculation:
- DFT total energy: -843.98945 a.u.
- Energy above the lowest of the compared OMol25 structures with the same formula, charge and spin: 0.00 kcal/mol
- HOMO: -10.123 eV
- SMILES: OCCCCO.O.O.O.O.O.O.O
- Frontier orbital gap: 0.3852 Eh
- M: 216.227 g mol⁻¹
- Net charge: 0

***

Record 4
Density functional theory data (ωB97M-V with the def2-TZVPD basis set) for a 2-piece molecular cluster, C2H6BNO overall at a distorted geometry.

Each atom is followed by the atoms it is bonded to, with distances in Å.
CARTESIAN COORDINATES (ANGSTROEM)
1 H -4.55910 -2.02616 0.45432  B2 1.159
2 B -3.41406 -1.88246 0.34414  H1 1.159, N3 1.277
3 N -2.24786 -1.39896 0.15346  B2 1.277, H4 1.026
4 H -1.37727 -1.18091 -0.34438  N3 1.026
5 C 2.63713 0.40372 -0.56609  C6 1.468, H8 1.149, H9 1.097, H10 1.022
6 C 1.56813 -0.17402 0.25834  C5 1.468, O7 1.304, H11 1.063
7 O 0.43151 -0.47591 -0.30583  C6 1.304
8 H 2.63008 -0.07448 -1.61071  C5 1.149
9 H 2.47251 1.48192 -0.45191  C5 1.097
10 H 3.55603 0.19639 -0.17030  C5 1.022
11 H 1.84368 -0.17169 1.28512  C6 1.063

Values from the calculation:
- DFT total energy: -234.59488 a.u.
- Energy above the lowest of the compared OMol25 structures with the same formula, charge and spin: 56.87 kcal/mol
- HOMO: -9.961 eV
- SMILES: [H]/B=N/[H].CC=O
- Frontier orbital gap: 0.3823 Eh
- M: 70.888 g mol⁻¹
- Net charge: 0